[1]
DFT (ωB97M-V/def2-TZVPD) results for a molecular structure, C18H21FN2S.

```
43
Properties=species:S:1:pos:R:3:forces:R:3
C 4.193 2.179 -1.867 -3.382 -0.242 -6.141
C 3.237 1.756 -0.980 -7.256 1.999 4.963
C 3.145 0.535 -0.595 -10.041 6.173 7.661
C 2.066 -0.024 0.293 2.730 1.703 -1.766
C 1.121 0.754 0.680 -4.714 4.447 5.178
C 1.137 2.166 0.466 -2.078 0.048 0.093
C 2.073 2.545 -0.307 7.137 5.893 -7.815
H 2.181 3.729 -0.899 -0.784 -3.128 2.457
H 0.429 2.998 0.703 0.140 -1.576 0.393
C 0.032 0.533 1.784 -3.020 1.071 -1.617
H -0.444 1.682 2.284 2.078 -3.902 -1.156
H -0.944 0.208 1.164 1.873 0.284 1.645
H 0.356 -0.275 2.465 -0.719 0.832 0.227
C 2.043 -1.382 0.709 0.431 -6.079 -2.985
N 0.684 -2.066 0.588 4.374 0.211 12.382
C -0.172 -2.132 -0.245 -0.414 0.763 -10.025
N -1.346 -2.669 -0.104 -3.854 0.831 0.036
H -1.722 -2.629 0.887 0.304 -0.131 -1.692
C -2.336 -2.148 -1.179 -3.862 -3.165 2.490
C -3.153 -0.898 -0.692 5.259 1.984 -6.123
C -4.438 -0.917 -0.336 -2.820 2.645 4.472
C -5.102 0.387 0.252 6.122 -0.952 -4.502
C -4.288 1.576 -0.070 -7.330 -2.581 3.397
C -3.079 1.511 -0.511 5.069 -4.853 -5.232
C -2.445 0.421 -1.269 -4.116 -3.528 7.027
H -1.375 0.254 -1.479 -0.567 0.784 -0.456
H -2.486 2.206 -0.850 2.181 5.528 -0.437
F -4.812 2.800 0.182 0.060 -0.135 0.307
H -6.050 0.294 0.641 -1.896 0.412 0.767
H -4.893 -1.874 -0.003 0.100 0.658 -0.578
H -3.139 -2.973 -1.127 1.008 0.827 -0.179
H -1.998 -2.249 -2.226 0.518 0.789 1.084
S 0.507 -1.727 -1.864 -1.009 -0.047 0.586
H 0.265 -2.331 1.605 1.553 0.684 -2.492
C 2.710 -1.794 1.996 4.726 1.198 -2.016
H 3.808 -1.167 1.957 -2.617 -2.375 0.019
H 2.286 -1.197 2.642 -2.398 3.024 4.235
H 2.759 -2.773 2.478 0.098 -0.197 -1.152
H 2.543 -1.946 -0.114 0.079 0.325 0.395
H 3.569 -0.148 -0.874 9.322 -12.685 -5.905
H 4.255 3.184 -1.896 -0.016 3.615 -0.754
H 4.982 1.899 -1.390 5.941 -2.282 1.383
H 3.840 1.700 -2.899 1.793 1.132 1.824
```
Forces are in eV/Å.

Values from the calculation:
total charge: 0


[2]
DFT (ωB97M-V/def2-TZVPD) results for 2 unconnected molecules or ions with the total composition C18H21FO4.

```
44
Properties=species:S:1:pos:R:3:forces:R:3
C 3.114 2.365 2.966 0.216 -0.087 -0.060
C 1.616 2.480 3.029 -0.206 -0.223 0.123
O 1.093 1.159 3.351 0.093 0.870 -0.359
C -0.155 0.950 2.897 -0.914 -0.103 -0.241
C -0.648 -0.379 3.263 -0.598 1.167 -0.971
F 0.262 -1.165 3.848 0.398 -0.633 0.910
C -1.451 -1.055 2.235 -0.037 1.127 -0.035
O -2.115 -0.463 1.396 0.136 -0.842 0.625
O -1.385 -2.392 2.354 -0.609 -0.226 -0.515
C -2.250 -3.103 1.426 0.200 0.226 0.197
C -1.606 -4.430 1.151 0.190 -0.171 -0.102
O -0.825 1.770 2.282 0.745 -0.183 0.505
H 3.543 3.363 2.859 0.067 -0.026 0.032
H 3.519 1.893 3.865 -0.033 0.096 -0.100
H 3.409 1.774 2.092 -0.009 0.054 0.210
H 1.277 3.168 3.818 0.079 -0.122 -0.260
H 1.216 2.809 2.061 -0.046 -0.084 0.387
H -3.232 -3.193 1.910 0.155 -0.030 -0.182
H -2.350 -2.524 0.503 -0.099 -0.033 0.306
H -2.305 -5.069 0.611 -0.017 -0.107 0.011
H -0.725 -4.290 0.517 -0.060 -0.065 0.160
H -1.298 -4.923 2.075 -0.076 -0.023 -0.084
C -2.611 -0.540 5.745 -0.240 -0.690 0.106
C -3.782 -1.402 5.148 0.886 0.083 0.378
C -4.151 -0.665 3.902 0.587 1.686 0.078
C -3.398 0.490 3.753 -1.988 -1.061 -0.286
C -2.511 0.659 4.843 1.054 -1.085 -0.260
C -1.920 1.905 5.253 0.495 1.171 0.153
C -2.104 3.080 4.476 -0.213 -0.447 0.200
C -1.649 4.314 4.923 0.115 -0.065 0.113
C -0.977 4.422 6.147 -0.231 -0.241 -0.294
C -0.760 3.273 6.915 0.009 -0.204 -0.078
C -1.202 2.028 6.471 -0.358 -0.001 -0.304
H -2.782 -0.271 6.795 -0.041 0.035 -0.280
H -1.671 -1.115 5.707 -0.257 0.243 0.135
H -3.407 -2.409 4.919 -0.198 0.090 -0.046
H -4.605 -1.530 5.872 0.158 0.148 -0.370
H -4.961 -0.993 3.251 0.371 0.183 -0.003
H -3.480 1.208 2.941 -0.002 -0.406 0.108
H -2.649 3.008 3.534 0.282 0.110 0.343
H -1.838 5.195 4.310 0.118 -0.191 0.208
H -0.642 5.398 6.498 -0.070 -0.300 -0.053
H -0.257 3.347 7.879 -0.059 -0.014 -0.266
H -1.031 1.131 7.072 0.006 0.376 -0.137
```
Forces are in eV/Å.

Values from the calculation:
total charge: 0


Looking at F_max for the records above, in order, we have 16.81; 2.27 eV Å⁻¹.
Looking at energy for the records above, in order, we have -35526.432; -29911.889 eV.